Entry 1:
Formula: C15H14Cl2N2O3S
Source: OMol25
Level of theory: wB97M-V/def2-TZVPD

The geometry in XYZ format:
```
37
Properties=species:S:1:pos:R:3:forces:R:3
C -4.75489 -0.74529 -0.74576 0.097 -0.074 -0.219
C -3.31823 -0.28072 -0.81698 -0.264 -0.178 -0.041
O -2.61540 -0.49621 -1.78266 0.022 -0.088 -0.224
N -2.86262 0.39407 0.28050 0.207 0.206 0.087
C -3.66004 0.57918 1.47374 -0.319 -0.063 0.170
C -1.51781 0.83577 0.31666 0.414 0.058 -0.045
C -0.98865 1.56836 -0.73969 -0.015 0.020 0.130
C 0.32485 1.99341 -0.70338 0.178 0.000 0.120
C 1.12856 1.70013 0.39423 -0.780 -0.283 0.224
N 2.46364 2.11513 0.44099 0.909 -0.147 0.262
S 3.63631 1.00672 0.88725 0.030 0.162 -0.365
O 4.87655 1.51051 0.39134 -0.070 0.034 -0.142
O 3.52232 0.72024 2.28092 -0.333 -0.193 0.046
C 3.13344 -0.47499 -0.01478 0.216 0.503 0.266
C 2.73562 -1.58422 0.70374 -0.049 -0.227 0.042
C 2.29115 -2.70867 0.02264 0.170 0.408 -0.208
Cl 1.78362 -4.09418 0.90155 -0.099 -0.271 0.201
C 2.24634 -2.72151 -1.36607 0.018 0.008 0.220
C 2.64778 -1.60770 -2.07849 0.070 0.240 0.166
C 3.08893 -0.47892 -1.39923 -0.077 -0.306 0.058
Cl 3.57760 0.91114 -2.26977 0.045 0.227 -0.704
C 0.59862 0.97482 1.45599 -0.033 0.161 -0.037
C -0.71270 0.54498 1.41360 -0.148 -0.017 -0.268
H -4.96619 -1.33667 -1.63213 0.052 0.018 0.009
H -5.42709 0.10987 -0.72695 -0.103 0.053 0.072
H -4.92924 -1.34925 0.14082 -0.090 -0.021 0.097
H -3.81480 -0.35905 2.01445 -0.007 0.060 0.053
H -4.63462 0.99713 1.21904 0.011 -0.009 0.087
H -3.15066 1.28068 2.13117 -0.053 -0.032 -0.049
H -1.60336 1.79110 -1.59631 -0.043 0.010 -0.053
H 0.73325 2.55893 -1.52911 0.036 0.029 -0.102
H 2.75846 2.67217 -0.34797 0.204 -0.060 -0.024
H 2.78108 -1.54733 1.78105 -0.054 -0.093 0.082
H 1.89699 -3.60025 -1.88431 -0.044 -0.080 -0.029
H 2.61275 -1.60355 -3.15555 0.006 0.022 -0.111
H 1.22686 0.75558 2.30347 -0.052 -0.012 0.141
H -1.10844 -0.03142 2.23600 -0.051 -0.065 0.089
```
Forces are in eV/Å.

SMILES: CC(=O)N(C)c1ccc(NS(=O)(=O)c2cc(Cl)ccc2Cl)cc1
multiplicity: 1
energy relative to the best compared isomer or geometry (same formula, charge and spin): 11.55 kJ/mol
frontier orbital gap: 8.73 eV



Entry 2:
Formula: C15H14Cl5NO4S2SiTi
Source: OMol25
Level of theory: wB97M-V/def2-TZVPD

The geometry in XYZ format:
```
43
Properties=species:S:1:pos:R:3:forces:R:3
Ti -1.04386 -0.87955 0.24722 -0.416 0.402 -0.099
Cl 4.72821 -5.19307 -0.41241 0.009 -0.004 0.002
C 3.35087 -4.17973 -0.63057 -0.019 0.018 0.020
C 2.70190 -3.63257 0.47363 -0.006 -0.006 -0.100
Cl 3.26297 -3.94789 2.06717 0.000 0.003 0.028
C 1.59612 -2.82487 0.27481 -0.026 0.023 0.052
Cl 0.74985 -2.12035 1.62151 0.170 -0.111 0.100
C 1.08833 -2.51928 -0.99928 0.075 0.022 0.107
O 0.06586 -1.73392 -1.13719 -0.085 -0.110 0.088
C 1.76390 -3.08111 -2.09699 -0.005 -0.011 0.075
Cl 1.16528 -2.71661 -3.66540 -0.008 0.009 -0.039
C 2.87205 -3.89599 -1.90994 0.024 -0.040 -0.074
Cl 3.66923 -4.57096 -3.28319 -0.013 0.018 0.030
O -2.28822 -2.54087 0.66995 0.022 0.031 -0.091
S -2.94796 -1.88766 1.87532 0.103 0.039 0.030
O -4.37251 -1.78306 1.73082 0.021 0.003 0.009
O -2.28369 -0.47619 1.71460 0.193 -0.117 0.017
S -2.32511 -2.67507 3.54428 -0.036 0.031 -0.106
C 1.15023 3.56213 0.75277 0.071 -0.024 0.056
Si 0.87437 1.70587 0.94267 0.019 0.023 -0.124
C 0.62639 1.34911 2.77627 -0.014 -0.003 0.001
C 2.47427 0.90415 0.36258 -0.013 0.024 -0.031
N -0.40700 1.04219 -0.00708 -0.240 -0.211 0.139
C -1.45162 1.60607 -0.71230 0.213 0.081 -0.003
C -2.31910 0.76931 -1.44683 -0.063 -0.077 -0.059
C -3.41185 1.25987 -2.14599 0.002 -0.004 0.088
C -3.67296 2.61878 -2.17454 -0.041 -0.031 -0.026
C -2.82825 3.46577 -1.46724 0.019 0.051 0.028
C -1.75335 2.98175 -0.74637 -0.102 -0.035 0.004
H 2.11038 3.80617 1.21869 -0.005 -0.001 -0.001
H 0.38718 4.15776 1.25699 -0.014 -0.007 -0.003
H 1.20159 3.87400 -0.29207 -0.008 -0.019 -0.013
H 1.50188 0.86065 3.21099 0.012 0.011 -0.006
H -0.24069 0.71276 2.96741 -0.013 -0.009 -0.052
H 0.46471 2.28267 3.32165 -0.007 -0.011 0.013
H 3.29891 1.14140 1.04046 0.001 0.016 -0.002
H 2.73382 1.27662 -0.63190 0.003 -0.008 -0.004
H 2.40659 -0.18290 0.29260 -0.026 0.002 0.022
H -2.17029 -0.31346 -1.55123 0.176 0.033 -0.059
H -4.05134 0.56345 -2.67308 -0.002 0.009 -0.017
H -4.51656 3.01008 -2.72688 -0.001 -0.004 -0.002
H -3.01755 4.53329 -1.46618 -0.003 -0.001 -0.001
H -1.14300 3.67129 -0.18574 0.032 -0.001 0.002
```
Forces are in eV/Å.

⟨S²⟩: 0.7526
multiplicity: 2
energy relative to the best compared isomer or geometry (same formula, charge and spin): 13.38 kJ/mol
total charge: -1
frontier orbital gap (alpha / beta): 7.37 / 7.46 eV